One molecule with the formula C5H9NO. Source: the Open Molecules 2025 dataset; level of theory: ωB97M-V/def2-TZVPD.

Output
Relative energy (zero: lowest compared OMol25 entry of this formula, charge and spin), kcal/mol: 24.23
2S+1: 1
SMILES: C[C@@H](O)[C@@H](C)C#N
HOMO-LUMO gap, eV: 11.47
HOMO level, eV: -10.83

CARTESIAN COORDINATES (ANGSTROEM)
1 C -1.60601 -0.12465 -0.60650
2 C -0.67068 -0.29276 0.58281
3 O -0.27041 -1.64157 0.74477
4 C 0.64608 0.53353 0.48921
5 C 1.81094 -0.21989 -0.17124
6 C 0.41645 1.79789 -0.22694
7 N 0.25175 2.77603 -0.82399
8 H -1.95242 0.90931 -0.68644
9 H -2.48986 -0.76056 -0.47802
10 H -1.11220 -0.40588 -1.54155
11 H -1.19820 0.04959 1.48595
12 H -1.06035 -2.19457 0.71071
13 H 0.94369 0.79821 1.51118
14 H 2.70585 0.41060 -0.18229
15 H 1.57004 -0.50429 -1.19911
16 H 2.01534 -1.13099 0.39145



A 2-piece molecular cluster, C5H9NO overall. Source: the Open Molecules 2025 dataset; level of theory: ωB97M-V/def2-TZVPD.

Output
Relative energy (zero: lowest compared OMol25 entry of this formula, charge and spin), kcal/mol: 132.80
2S+1: 1
SMILES: C#CCC.C=NO
HOMO-LUMO gap, eV: 10.35
HOMO level, eV: -9.44

CARTESIAN COORDINATES (ANGSTROEM)
1 C 1.16461 -0.53875 0.66262
2 C 1.07328 -2.05275 0.49787
3 C 0.10330 0.03603 1.40904
4 C -0.89857 0.64780 1.72532
5 H 2.13556 -0.22812 1.05452
6 H 0.95379 -0.01451 -0.42810
7 H 0.13426 -2.31926 0.01759
8 H 1.89537 -2.41522 -0.11857
9 H 1.11956 -2.56393 1.46116
10 H -1.67526 1.02876 2.33407
11 C -1.72726 1.84251 -1.09033
12 O 0.24441 0.69870 -1.65228
13 N -1.02014 1.57238 -2.07226
14 H 0.63669 0.46702 -2.50645
15 H -2.67939 2.32932 -1.25157
16 H -1.46023 1.51000 -0.04264